A molecular structure, C31H40BrN5RhS3. Source: OMol25; level of theory: ωB97M-V with the def2-TZVPD basis set.

Its HOMO energy is -2.757 eV. The largest force on an atom is 0.7 eV/A. The value obtained for the HOMO-LUMO gap is 5.185 eV. Its total charge is -1. The calculation puts the energy relative to the best compared isomer or geometry (same formula, charge and spin) at 0.0 kJ/mol. The calculation puts the lowest unoccupied orbital energy at 2.43 eV. Its total energy is -145809.7009 eV. The spin multiplicity is 1.

XYZ file:
```
81
Properties=species:S:1:pos:R:3:lowdin_charge:R:1
Rh 0.140 -0.268 -0.252 0.2620
C 0.791 -1.997 3.970 -0.1488
C 0.848 -1.694 2.494 -0.7531
S -0.373 -0.557 1.942 0.5801
C 1.760 -2.223 1.670 -0.7746
C 2.838 -3.166 2.133 -0.1416
S 1.833 -1.788 -0.029 0.5202
H -0.109 -1.567 4.410 0.0437
H 1.652 -1.579 4.502 0.0735
H 0.773 -3.073 4.160 0.0644
H 2.510 -3.772 2.980 0.0580
H 3.740 -2.623 2.440 0.0722
H 3.126 -3.841 1.325 0.0521
C -0.255 3.809 -3.430 -0.0385
C -1.196 4.813 -2.822 -0.2064
C -1.104 6.159 -3.169 -0.0533
C -1.990 7.106 -2.680 -0.0971
C -3.002 6.716 -1.815 -0.0970
C -3.096 5.390 -1.429 -0.0212
C -2.202 4.438 -1.918 -0.2165
N -2.357 3.094 -1.525 0.1354
C -1.396 2.315 -0.894 -0.3743
N -0.379 3.027 -0.367 0.1524
C 0.855 2.634 0.215 -0.2013
C 1.250 1.302 0.368 -0.2964
C 2.474 1.118 1.028 -0.1408
C 3.264 2.167 1.460 -0.1001
C 2.852 3.475 1.258 -0.0851
C 1.641 3.725 0.640 -0.2309
C 1.180 5.150 0.454 -0.0567
N -1.508 1.034 -0.823 0.0247
C -2.612 0.472 -1.527 -0.3377
C -2.535 0.303 -2.905 -0.0617
C -3.605 -0.224 -3.609 -0.0936
C -4.764 -0.575 -2.933 -0.1027
C -4.834 -0.406 -1.558 -0.0581
C -3.766 0.111 -0.831 -0.2710
C -3.818 0.236 0.663 -0.0484
H 0.019 4.117 -4.440 0.0788
H -0.701 2.815 -3.475 0.0530
H 0.664 3.706 -2.849 0.0848
H -0.328 6.459 -3.864 0.1102
H -1.895 8.142 -2.980 0.0964
H -3.705 7.442 -1.428 0.0974
H -3.859 5.071 -0.730 0.1134
H -3.267 2.670 -1.612 0.1453
H -0.523 4.021 -0.401 0.0941
H 2.816 0.110 1.209 0.0389
H 4.203 1.961 1.960 0.0925
H 3.462 4.309 1.588 0.0954
H 1.931 5.836 0.844 0.0719
H 0.246 5.360 0.988 0.0838
H 1.019 5.410 -0.598 0.0721
H -1.608 0.566 -3.402 0.0798
H -3.529 -0.366 -4.680 0.0940
H -5.605 -0.996 -3.470 0.0914
H -5.728 -0.707 -1.024 0.1040
H -4.734 -0.210 1.052 0.0744
H -3.780 1.282 0.982 0.0793
H -2.965 -0.278 1.112 0.0130
C 1.257 1.316 -5.995 -0.0903
C 2.223 0.301 -5.400 -0.2810
N 1.560 -0.884 -4.889 -0.0043
C 0.948 -0.933 -3.677 -0.7579
S 1.135 0.327 -2.554 0.7380
N 0.206 -1.989 -3.396 -0.0333
C 0.045 -3.184 -4.194 -0.2489
C 1.232 -4.133 -4.072 -0.0785
H 1.798 2.178 -6.391 0.0714
H 0.565 1.665 -5.227 0.0376
H 0.678 0.875 -6.810 0.0701
H 2.774 0.746 -4.573 0.0791
H 2.951 -0.026 -6.146 0.1104
H 1.272 -1.571 -5.566 0.1161
H -0.240 -2.014 -2.465 -0.1024
H -0.157 -2.925 -5.241 0.1046
H -0.857 -3.665 -3.814 0.1049
H 2.156 -3.664 -4.416 0.0650
H 1.062 -5.038 -4.658 0.0673
H 1.368 -4.408 -3.027 0.0794
Br -1.491 -2.459 -0.786 0.0571
```

A molecular structure, C31H40F4N6OSSiTi. Source: OMol25; level of theory: ωB97M-V with the def2-TZVPD basis set.

Its HOMO energy (alpha / beta) is -5.958 / -6.996 eV. The largest force on an atom is 0.7 eV/A. The value obtained for the HOMO-LUMO gap (alpha / beta) is 6.118 / 7.154 eV. Its total charge is 0. Its expectation value of S² is 2.005. The calculation puts the energy relative to the best compared isomer or geometry (same formula, charge and spin) at 72.2 kJ/mol. The calculation puts the lowest unoccupied orbital energy (alpha / beta) at 0.16 / 0.16 eV. Its total energy is -96483.9752 eV. The spin multiplicity is 3.

XYZ file:
```
85
Properties=species:S:1:pos:R:3:lowdin_charge:R:1
Ti 0.430 0.577 -0.203 0.8728
C -0.839 1.357 -3.493 -0.0833
C -0.673 2.612 -2.648 -0.2574
N 0.494 2.577 -1.735 -0.2198
C 1.688 2.875 -2.567 -0.2309
C 3.065 2.724 -1.931 -0.0684
C 0.285 3.615 -0.702 -0.1828
C 1.278 3.571 0.458 -0.2296
N 1.646 2.199 0.727 -0.0836
C 2.524 1.926 1.706 -0.2162
C 3.007 0.602 1.780 -0.1389
F 2.549 -0.253 0.813 0.0214
C 3.887 0.139 2.720 -0.2269
F 4.266 -1.149 2.678 0.0846
C 4.392 0.980 3.697 0.0467
C 3.956 2.291 3.654 -0.2277
F 4.407 3.159 4.575 0.0835
C 3.059 2.759 2.713 -0.1447
F 2.685 4.059 2.796 0.0640
H -1.730 1.458 -4.116 0.0795
H -0.954 0.476 -2.856 0.0539
H 0.002 1.181 -4.162 0.0677
H -1.567 2.742 -2.041 0.0868
H -0.600 3.497 -3.297 0.1239
H 1.578 3.900 -2.951 0.1225
H 1.641 2.214 -3.431 0.0973
H 3.319 3.563 -1.288 0.0657
H 3.808 2.683 -2.730 0.0833
H 3.142 1.817 -1.339 0.0531
H -0.718 3.452 -0.306 0.0977
H 0.292 4.614 -1.163 0.1293
H 0.787 4.058 1.310 0.1153
H 2.154 4.189 0.231 0.1033
H 5.087 0.635 4.446 0.1276
C 0.275 -3.056 -2.842 -0.1815
Si 1.230 -2.129 -1.516 0.3668
C 1.983 -0.603 -2.338 -0.1624
C 2.686 -3.222 -1.064 -0.1745
N 0.219 -1.557 -0.260 -0.1757
C -0.080 -2.195 0.938 -0.3054
C 0.893 -2.834 1.730 -0.0373
C 0.608 -3.435 2.943 -0.0880
C -0.685 -3.429 3.447 -0.1012
C -1.672 -2.805 2.701 -0.0227
C -1.381 -2.212 1.484 -0.2199
O -2.455 -1.552 0.878 -0.0286
C -3.133 -2.171 -0.134 -0.2550
C -4.486 -1.871 -0.253 -0.0431
C -5.226 -2.405 -1.298 -0.0974
C -4.625 -3.249 -2.223 -0.1007
C -3.281 -3.568 -2.074 -0.0738
C -2.533 -3.041 -1.032 -0.0047
H 0.911 -3.290 -3.700 0.0318
H -0.573 -2.464 -3.195 0.0253
H -0.118 -4.003 -2.462 0.0268
H 3.032 -0.504 -2.051 0.0447
H 1.523 0.385 -2.178 -0.0265
H 1.964 -0.726 -3.425 0.0499
H 3.265 -3.460 -1.961 0.0344
H 2.369 -4.167 -0.618 0.0340
H 3.356 -2.718 -0.363 0.0252
H 1.916 -2.806 1.383 0.0839
H 1.410 -3.897 3.507 0.1026
H -0.920 -3.893 4.395 0.0961
H -2.697 -2.768 3.051 0.1202
H -4.951 -1.240 0.494 0.0997
H -6.282 -2.176 -1.374 0.1009
H -5.200 -3.667 -3.038 0.0978
H -2.802 -4.235 -2.781 0.1047
H -1.488 -3.281 -0.919 0.0838
C -0.446 0.937 3.690 -0.0632
C -1.853 1.452 3.393 -0.2113
C -2.178 1.358 1.940 -0.5540
N -1.313 1.169 1.010 -0.0582
N -1.832 1.065 -0.252 -0.0335
C -3.117 1.187 -0.279 -0.6829
N -3.855 1.159 -1.428 0.1277
S -3.798 1.464 1.296 1.1316
H -0.256 0.973 4.762 0.0844
H 0.303 1.546 3.185 0.0627
H -0.333 -0.094 3.351 0.0739
H -1.950 2.497 3.703 0.1182
H -2.602 0.888 3.953 0.1134
H -3.369 0.718 -2.197 0.0997
H -4.799 0.823 -1.327 0.0912
```

2 unconnected molecules or ions with the total composition C31H40F8O8 at a distorted geometry. Source: OMol25; level of theory: ωB97M-V with the def2-TZVPD basis set.

Its HOMO energy is -9.192 eV. The largest force on an atom is 1.6 eV/A. The value obtained for the HOMO-LUMO gap is 8.490 eV. Its total charge is 0. The calculation puts the lowest unoccupied orbital energy at -0.70 eV. Its total energy is -70913.7810 eV. As for the SMILES: CCOCCCCCC1=CC(=O)c2cc(OCCOCC)cc(CCCOC(C)=O)c2C1=O.FC(F)C(F)(F)COC(F)(F)C(F)F. The spin multiplicity is 1.

XYZ file:
```
87
Properties=species:S:1:pos:R:3:lowdin_charge:R:1
C -0.991 -5.913 -9.856 -0.0689
C -1.898 -5.337 -8.759 -0.2675
O -1.250 -5.395 -7.478 -0.1556
C -1.523 -4.195 -6.768 -0.2480
C -0.997 -4.361 -5.340 -0.1898
C -2.019 -4.996 -4.371 -0.1951
C -1.343 -5.650 -3.142 -0.1881
C -0.350 -4.724 -2.407 -0.1251
C -0.771 -4.285 -1.023 -0.1173
C -1.968 -4.418 -0.470 0.0603
C -2.252 -3.904 0.906 -0.3006
O -3.096 -4.387 1.635 0.1099
C -1.433 -2.700 1.327 -0.0743
C -1.882 -1.789 2.241 0.0607
C -1.099 -0.711 2.589 -0.2615
O -1.444 0.231 3.516 -0.0303
C -2.733 0.801 3.310 -0.1471
C -2.664 1.832 2.162 -0.1701
O -1.487 2.622 2.342 -0.1671
C -1.782 3.751 3.177 -0.2506
C -2.042 4.953 2.237 -0.0552
C 0.122 -0.537 1.986 0.0571
C 0.624 -1.424 1.060 -0.1440
C 1.979 -1.183 0.415 -0.1017
C 1.770 -0.961 -1.108 -0.1458
C 2.769 0.026 -1.715 -0.1691
O 2.588 1.360 -1.208 -0.0347
C 1.473 1.985 -1.711 -0.5045
C 0.375 2.278 -0.682 0.0262
O 1.358 2.312 -2.870 0.1152
C -0.175 -2.526 0.757 -0.0466
C 0.301 -3.580 -0.201 -0.2642
O 1.455 -3.934 -0.345 0.1087
H -0.445 -5.095 -10.333 0.0702
H -1.613 -6.414 -10.604 0.0701
H -0.271 -6.621 -9.440 0.0756
H -2.095 -4.282 -8.986 0.1061
H -2.859 -5.866 -8.695 0.1173
H -0.995 -3.350 -7.236 0.1246
H -2.600 -3.974 -6.706 0.1270
H -0.026 -4.870 -5.329 0.1242
H -0.797 -3.348 -4.959 0.1063
H -2.557 -5.771 -4.929 0.1141
H -2.689 -4.205 -4.013 0.1144
H -2.078 -6.124 -2.488 0.0989
H -0.747 -6.474 -3.559 0.1128
H 0.582 -5.287 -2.270 0.1242
H -0.074 -3.823 -2.965 0.1163
H -2.788 -4.888 -1.008 0.1208
H -2.859 -1.905 2.702 0.1337
H -2.958 1.358 4.228 0.1261
H -3.533 0.064 3.189 0.1197
H -3.561 2.460 2.120 0.1260
H -2.503 1.312 1.209 0.1253
H -2.671 3.590 3.801 0.1155
H -0.953 3.949 3.860 0.0856
H -1.294 4.869 1.442 0.0731
H -1.970 5.904 2.767 0.0762
H -3.010 4.800 1.747 0.0690
H 0.740 0.325 2.225 0.1365
H 2.462 -0.299 0.840 0.1175
H 2.590 -2.062 0.628 0.1189
H 1.858 -1.893 -1.672 0.1122
H 0.760 -0.564 -1.258 0.1146
H 3.806 -0.301 -1.625 0.1329
H 2.552 0.069 -2.793 0.1225
H -0.199 1.358 -0.537 0.0772
H 0.867 2.534 0.261 0.0860
H -0.240 3.090 -1.064 0.0871
F 1.593 7.324 6.174 0.0980
C 2.724 8.039 6.038 -0.3074
F 2.403 9.154 5.339 0.0957
C 3.820 7.271 5.291 -0.4408
F 3.441 7.024 4.019 0.1327
F 4.894 8.107 5.221 0.1052
C 4.332 5.960 5.926 -0.0368
O 3.809 4.721 5.446 0.0438
C 2.625 4.206 5.949 -0.5326
F 2.235 4.883 7.044 0.1483
F 2.895 2.948 6.355 0.1492
C 1.529 4.129 4.883 -0.2796
F 1.270 5.336 4.346 0.1010
F 0.378 3.679 5.438 0.0850
H 3.069 8.346 7.028 0.1727
H 5.386 5.910 5.654 0.1479
H 4.322 6.003 7.015 0.1446
H 1.821 3.454 4.077 0.1789
```

A molecular structure, C31H40N5OOsS3. Source: OMol25; level of theory: ωB97M-V with the def2-TZVPD basis set.

Its HOMO energy (alpha / beta) is -8.818 / -8.820 eV. The largest force on an atom is 0.7 eV/A. The value obtained for the HOMO-LUMO gap (alpha / beta) is 6.623 / 6.624 eV. Its total charge is +1. The calculation puts the energy relative to the best compared isomer or geometry (same formula, charge and spin) at 93.0 kJ/mol. The calculation puts the lowest unoccupied orbital energy (alpha / beta) at -2.20 / -2.20 eV. Its total energy is -77262.0303 eV. The spin multiplicity is 1.

XYZ file:
```
81
Properties=species:S:1:pos:R:3:lowdin_charge:R:1
Os 0.194 -1.282 0.627 0.6076
C 3.229 0.361 -3.287 0.0104
C 3.793 0.337 -1.906 -0.2562
C 5.081 0.626 -1.577 0.0343
C 5.455 0.531 -0.210 -0.2901
N 4.626 0.133 0.731 0.1102
C 3.362 -0.172 0.397 -0.7270
S 2.305 -0.812 1.545 0.6816
N 2.959 -0.027 -0.902 0.1013
C 6.840 0.893 0.222 -0.0152
H 4.019 0.499 -4.019 0.0929
H 2.504 1.171 -3.399 0.0750
H 2.713 -0.576 -3.500 0.0910
H 5.793 0.915 -2.334 0.1216
H 1.964 -0.157 -1.059 0.0775
H 7.536 0.901 -0.614 0.0808
H 7.181 0.199 0.987 0.0899
H 6.824 1.889 0.668 0.0964
O 0.333 0.901 -0.329 -0.6727
S -0.277 2.137 0.294 0.9980
C 0.486 3.499 -0.565 -0.3698
C 1.184 3.285 -1.740 -0.0775
C 1.777 4.364 -2.378 -0.0614
C 1.664 5.637 -1.836 -0.0648
C 0.968 5.836 -0.651 -0.0617
C 0.379 4.762 -0.003 -0.0708
C -1.928 2.226 -0.376 -0.3783
C -2.967 2.463 0.509 -0.0933
C -4.266 2.536 0.021 -0.0650
C -4.503 2.370 -1.335 -0.0619
C -3.451 2.120 -2.211 -0.0655
C -2.155 2.041 -1.734 -0.0607
H 1.260 2.277 -2.130 0.0794
H 2.326 4.215 -3.298 0.1086
H 2.128 6.477 -2.335 0.1107
H 0.892 6.827 -0.227 0.1124
H -0.154 4.904 0.929 0.1162
H -2.763 2.579 1.566 0.1046
H -5.089 2.722 0.698 0.1099
H -5.514 2.433 -1.716 0.1106
H -3.644 1.982 -3.266 0.1104
H -1.328 1.828 -2.401 0.1145
C -1.374 -5.332 1.134 -0.0765
C -1.235 -3.812 1.090 -0.4716
C -2.084 -3.251 -0.041 -0.1612
C 0.201 -3.321 0.892 -0.3366
H -2.414 -5.651 1.230 0.0775
H -0.819 -5.741 1.978 0.0781
H -0.966 -5.774 0.222 0.0822
H -1.612 -3.400 2.033 0.1113
H -1.911 -3.829 -0.952 0.1315
H -2.413 -1.231 0.111 0.0664
H -3.151 -3.310 0.183 0.1281
H 0.528 -3.664 -0.122 0.0703
H 0.894 -3.792 1.595 0.0453
N -1.716 -1.817 -0.345 -0.1495
C -1.840 -1.530 -1.764 -0.2735
C -3.100 -1.409 -2.334 -0.0270
C -3.229 -1.149 -3.689 -0.0778
C -2.100 -1.009 -4.482 -0.0793
C -0.840 -1.138 -3.913 -0.0724
C -0.712 -1.400 -2.557 -0.0416
H -3.983 -1.513 -1.713 0.1237
H -4.214 -1.053 -4.125 0.1110
H -2.201 -0.812 -5.541 0.1075
H 0.044 -1.041 -4.530 0.1017
H 0.266 -1.503 -2.100 0.0837
C 0.713 -1.731 5.498 -0.0399
N 0.223 -1.378 4.172 -0.0049
C -0.949 -0.926 3.782 -0.6888
S -1.189 -0.325 2.160 0.6599
N -2.025 -0.845 4.569 -0.0344
C -2.240 -1.360 5.915 -0.0561
H 1.798 -1.716 5.444 0.0976
H 0.402 -2.731 5.798 0.0892
H 0.402 -1.004 6.244 0.0847
H 0.920 -1.367 3.442 0.0144
H -2.838 -0.499 4.086 0.1085
H -1.780 -0.735 6.678 0.0847
H -1.879 -2.382 6.005 0.0863
H -3.313 -1.368 6.089 0.0932
```

A molecular structure, C31H41Br6N4O11 at a distorted geometry. Source: OMol25; level of theory: ωB97M-V with the def2-TZVPD basis set.

Its HOMO energy is -5.077 eV. The largest force on an atom is 2.6 eV/A. The value obtained for the HOMO-LUMO gap is 6.593 eV. Its total charge is -1. The calculation puts the lowest unoccupied orbital energy at 1.52 eV. Its total energy is -481551.0865 eV. The spin multiplicity is 1.

XYZ file:
```
93
Properties=species:S:1:pos:R:3:lowdin_charge:R:1
C 0.192 0.661 0.752 -0.0831
C -1.268 0.237 0.525 -0.6236
C -1.948 1.362 -0.236 -0.1039
O -1.414 -1.047 0.027 -0.2776
H 0.868 -0.059 1.212 0.0630
H 0.268 1.657 1.192 0.0093
H 0.642 0.842 -0.236 0.0442
H -1.687 0.219 1.551 0.1054
H -2.996 1.158 -0.470 0.0392
H -1.396 1.467 -1.176 0.0382
H -2.023 2.356 0.213 0.0718
C 3.103 3.935 2.110 -1.4966
Br 3.583 3.798 4.029 0.5652
Br 1.174 4.269 1.967 0.5505
Br 3.727 2.357 1.127 0.5982
H 3.600 4.762 1.619 -0.0344
C 0.307 3.024 -3.652 -1.5012
Br 2.049 3.473 -4.400 0.5517
Br -1.171 3.486 -4.906 0.5973
Br 0.105 3.885 -1.888 0.5564
H 0.230 1.950 -3.521 -0.0454
C 3.399 -1.005 2.882 -0.0021
C 4.498 -0.353 3.429 -0.0322
C 5.661 -1.062 3.673 -0.3234
C 5.842 -2.353 3.258 -0.0344
C 4.769 -2.986 2.623 -0.0149
C 3.569 -2.314 2.437 -0.3241
O 2.513 -2.932 1.828 0.0431
O 6.787 -0.369 4.139 0.0179
H 2.474 -0.481 2.692 0.0992
H 4.487 0.667 3.787 0.0837
H 6.817 -2.801 3.411 0.1111
H 4.871 -3.977 2.198 0.1130
H 2.355 -3.824 2.143 0.1036
H 7.395 -1.077 4.371 0.0801
C 2.547 -0.620 -3.819 -0.0219
C 1.876 -0.824 -2.583 -0.0067
C 1.633 -2.116 -2.152 -0.3344
C 2.162 -3.185 -2.883 -0.0228
C 2.851 -3.004 -4.047 -0.0317
C 3.147 -1.678 -4.450 -0.3280
O 3.988 -1.545 -5.533 0.0181
O 0.919 -2.336 -1.027 0.0361
H 2.709 0.391 -4.171 0.0785
H 1.502 0.031 -2.036 0.0940
H 2.060 -4.185 -2.481 0.1153
H 3.305 -3.842 -4.560 0.1070
H 4.067 -2.326 -6.081 0.0877
H 0.272 -1.633 -0.817 0.0511
C -4.168 -1.183 -3.964 -0.0166
C -3.723 -1.286 -5.280 -0.0515
C -2.400 -1.318 -5.583 -0.3469
C -1.488 -1.151 -4.535 -0.0080
C -1.849 -1.024 -3.208 0.0155
C -3.229 -0.973 -2.956 -0.3054
O -3.789 -0.753 -1.717 -0.0259
O -1.903 -1.520 -6.844 0.0338
H -5.223 -1.272 -3.751 0.1136
H -4.456 -1.245 -6.081 0.1102
H -0.465 -1.232 -4.890 0.1127
H -1.235 -0.904 -2.323 0.0901
H -3.109 -0.718 -1.020 0.0348
H -2.546 -1.725 -7.524 0.0953
C 1.947 0.432 6.604 0.0040
C 1.293 -0.616 5.971 -0.0526
C 0.336 -0.517 4.996 -0.3433
C -0.168 0.762 4.713 0.0070
C 0.374 1.859 5.381 -0.0265
C 1.432 1.686 6.278 -0.3593
O 1.923 2.787 6.918 -0.0123
O -0.107 -1.651 4.415 0.0631
H 2.688 0.203 7.354 0.1159
H 1.521 -1.626 6.304 0.1159
H -1.003 0.859 4.033 0.1136
H -0.170 2.771 5.179 0.1118
H 1.225 3.365 7.236 0.1020
H 0.331 -2.448 4.711 0.0990
C -5.680 -1.402 1.283 -0.6823
O -6.560 -1.910 1.963 -0.0061
N -5.935 -0.505 0.278 0.1513
N -4.338 -1.628 1.431 0.1729
H -5.097 -0.177 -0.161 0.0492
H -6.862 -0.348 -0.062 0.0975
H -4.064 -2.314 2.113 0.1026
H -3.563 -1.226 0.931 0.0533
C -4.447 3.503 -2.897 -0.7038
O -4.793 4.325 -3.763 -0.0231
N -3.609 2.495 -3.171 0.1472
N -4.705 3.745 -1.597 0.1565
H -3.505 2.300 -4.150 0.0556
H -3.390 1.835 -2.448 0.0631
H -4.594 3.162 -0.788 0.0883
H -5.317 4.530 -1.449 0.1007
```